No. 1
A cluster of 2 separate species, C4H13N3 in total in a non-equilibrium geometry, computed with ωB97M-V/def2-TZVPD.

The geometry in XYZ format:
```
20
Properties=species:S:1:pos:R:3:mulliken_charge:R:1
H 1.4972 0.2445 1.5337 0.285
H 1.8447 0.4633 -1.3945 0.297
C -0.8835 -0.7740 -0.9967 -0.952
H 3.1191 0.0166 -0.2319 0.318
N -0.4977 2.0343 -0.2397 -0.846
H -1.3305 -0.5659 1.5861 0.339
H -0.3355 -0.7619 -1.9542 0.264
H -0.1400 -2.5556 -0.3099 0.180
H -1.0814 1.0623 2.2979 0.360
N 1.1834 0.1570 0.5638 -0.221
H -1.8791 -0.3814 -1.2058 0.406
C -1.3712 0.5080 1.3992 -1.109
C 2.2106 0.5993 -0.3776 -0.929
H 0.1912 2.2163 -0.9636 0.200
H -2.3993 0.7488 1.1383 0.327
H 0.5801 -0.7007 0.4493 0.284
C -0.4645 0.8671 0.2596 0.637
N -1.0475 -2.1070 -0.3923 -0.454
H -1.6480 -2.7236 -0.9334 0.236
H 2.4519 1.6527 -0.2283 0.378
```

Calculated values
Total charge = 0
2S+1 = 1
Gap between HOMO and LUMO = 7.6 eV
Relative energy (zero: lowest compared OMol25 entry of this formula, charge and spin) = 99.0 kcal/mol

No. 2
A structure of composition C43H30N4O5P2S5Se2Ta in a non-equilibrium geometry, computed with ωB97M-V/def2-TZVPD.

The geometry in XYZ format:
```
92
Properties=species:S:1:pos:R:3:mulliken_charge:R:1
C 3.9946 -2.4857 -8.5446 0.648
H -1.7078 4.2571 5.0257 0.469
C -0.6064 2.9010 1.5721 -0.760
C -0.8241 4.7262 3.1232 -0.710
N 0.6023 -1.6756 -0.3006 -0.713
N -0.5295 -1.0351 0.0398 0.871
H -6.1734 1.1804 -3.5827 0.602
H 1.1965 4.0739 6.1168 0.436
C -0.0082 -1.3244 -3.5308 0.115
C 1.0590 0.7632 5.3833 -0.272
H 7.3325 -0.0431 1.7593 0.376
O 3.5285 -2.1176 -9.5866 -0.506
H -5.3711 -1.7044 4.4725 0.420
H -2.0709 1.8729 4.4673 0.434
C -2.9459 1.9927 -4.0983 -1.067
C 4.0777 -3.9319 -8.1220 -0.948
H -3.8786 -2.4834 6.2899 0.381
H -1.2986 0.9096 -3.2350 0.718
H 2.4834 -1.9726 -2.9864 0.584
N 1.4690 -1.5446 0.6680 -0.462
S 4.6641 -1.2666 -7.3162 -0.137
O -4.3126 -1.5377 -1.2396 -0.213
H 5.5590 0.9237 0.3214 0.409
C -1.2034 2.0485 2.5047 0.868
C 1.7699 3.1952 4.2396 -0.560
C 0.9235 1.9422 6.1115 -0.948
C -1.5965 2.5337 3.7467 -0.417
H 2.2754 2.0693 2.4937 0.306
S -3.2359 -5.1816 -1.3121 -0.094
C -5.0906 1.1436 -3.5266 -0.775
H 3.4654 -4.0675 -7.2269 0.275
C -1.5913 -0.9033 4.3590 0.415
C 1.9922 -0.8818 -6.6643 -0.311
C -0.4198 4.2369 1.8824 -0.674
C 1.8870 2.0236 3.5065 -0.202
Se -3.1098 0.7048 0.3275 -0.367
C 3.6074 -0.5677 2.6631 0.794
C 0.9134 -0.8975 -5.7901 -0.614
C 5.9428 -0.9285 3.1349 -0.654
H -1.4425 -1.9940 6.1955 0.432
H 3.1897 0.5683 0.8746 0.328
H 1.8587 -0.5631 -7.6911 0.461
O -6.2313 3.1528 -5.0885 -0.716
H 5.1026 -4.1791 -7.8467 0.310
C -4.3265 2.0879 -4.2095 0.245
H -0.5195 -0.7192 4.3265 -0.140
H -0.6889 5.7771 3.3598 0.395
C -2.3717 0.9977 -3.3346 -0.150
C -4.9765 3.2086 -5.0411 0.479
O -6.3664 -0.9779 -1.9293 -0.635
C 0.9120 -0.8038 1.6787 0.541
H -2.3402 2.7247 -4.6237 0.492
H 3.7193 -4.5748 -8.9232 0.321
C 1.2870 3.1556 5.5440 -0.664
C 1.5388 0.7972 4.0785 0.680
Se 1.5432 -2.4556 4.4204 -0.296
H -0.0709 -0.5985 -6.1319 0.506
C 3.9573 0.1701 1.5301 -0.180
C -3.7962 -0.7510 3.3765 -0.966
C -5.1878 -0.8237 -1.9750 0.021
C -2.4333 -0.4627 3.3375 0.418
C -0.3583 -0.4773 1.2738 -0.753
C -4.4534 0.1880 -2.7777 0.729
H 0.8185 -0.1966 5.8269 0.468
H 4.4101 -1.9869 -4.5576 0.427
C 3.2548 -1.2790 -6.2225 -0.155
H 2.0572 4.1412 3.7927 0.444
C -3.4715 -1.9073 5.4653 -0.710
S -4.0868 -4.2028 0.2446 -0.096
H 0.0262 4.9037 1.1521 0.421
H -4.4393 -0.4402 2.5607 0.370
O -4.1480 3.9240 -5.6628 -0.730
C 3.4301 -1.6710 -4.8959 -0.458
N -3.1080 0.0908 -2.6677 -0.044
C -1.3981 3.8765 4.0566 -0.626
C 1.0861 -1.2907 -4.4596 0.163
C 5.2938 0.3610 1.2101 -0.923
C 4.6035 -1.1216 3.4579 -0.632
C -0.8896 -1.4390 -2.7028 -0.024
H -0.3318 2.5254 0.5920 0.464
H 4.3221 -1.7162 4.3207 0.277
P 1.8831 -0.7631 3.2106 0.922
H 0.5487 1.9045 7.1287 0.400
C 6.2885 -0.1866 2.0152 -0.433
S -2.4272 -3.0386 0.7526 -0.180
S -2.5852 -3.6340 -2.5509 -0.096
Ta -2.3660 -1.5408 -1.1905 0.689
C -4.3117 -1.4687 4.4474 -0.682
H 6.7135 -1.3694 3.7573 0.384
C -2.1097 -1.6291 5.4209 -0.841
P -1.7348 0.4266 1.9461 1.145
C 2.3568 -1.6676 -4.0180 -0.523
```

Calculated values
Total charge = -1
2S+1 = 1
Gap between HOMO and LUMO = 6.1 eV
Relative energy (zero: lowest compared OMol25 entry of this formula, charge and spin) = 0.0 kcal/mol

No. 3
A cluster of 2 separate species, C3H8N3 in total in a non-equilibrium geometry, computed with ωB97M-V/def2-TZVPD.

The geometry in XYZ format:
```
14
Properties=species:S:1:pos:R:3:mulliken_charge:R:1
N -1.3034 -0.2891 0.3100 -0.134
H -1.4957 1.4850 -0.7409 0.333
N 0.3726 1.0624 -0.4304 -0.322
N 0.7302 -0.3512 -0.4153 -0.156
C -0.2615 -1.0166 0.1602 -0.120
H -1.1382 1.6536 1.1032 0.389
H -0.3021 -2.0796 -0.0188 0.489
C 1.6312 0.7208 -0.0136 0.001
H 1.5378 -2.1419 1.4242 0.176
H 2.4829 1.0026 -0.6973 0.233
H -2.2462 -0.3208 0.7850 0.309
H 1.8773 0.9334 0.9914 0.325
C -1.0226 1.1533 0.1768 -0.405
H 1.6142 -1.4373 1.4134 -0.117
```

Calculated values
Total charge = +1
2S+1 = 1
Gap between HOMO and LUMO = 9.3 eV
Relative energy (zero: lowest compared OMol25 entry of this formula, charge and spin) = 149.6 kcal/mol

No. 4
The molecule C9H13NO3S in a non-equilibrium geometry, computed with ωB97M-V/def2-TZVPD.

The geometry in XYZ format:
```
27
Properties=species:S:1:pos:R:3:mulliken_charge:R:1
S -0.8896 0.9647 2.2264 1.141
C 2.7855 -1.0657 -1.2748 -0.712
H 2.5839 -0.6776 -4.6191 0.372
H -1.4661 -0.9482 3.2045 0.266
N -1.9398 -0.2794 2.6189 -0.527
H -1.5682 1.4804 -1.1143 0.387
H 3.5100 -1.1263 -0.4763 0.402
H -0.9995 -1.0773 0.4529 0.358
H -2.5383 -0.6758 -0.3014 0.400
C -1.4560 -0.5694 -0.3947 -0.524
H 4.2602 -0.8250 -2.8104 0.375
C 2.2676 -0.8123 -3.5949 -0.535
C 0.4846 -1.0711 -1.9872 0.911
H -2.7425 0.0973 3.0969 0.267
H -1.2538 -2.2584 -1.6947 0.335
H 0.1919 -0.8288 -4.0933 0.342
H 1.1361 -1.2778 0.0512 0.262
C -0.9930 -1.1955 -1.7121 -1.181
C 1.4366 -1.1581 -0.9779 -0.067
O -1.5389 1.5072 0.8942 -0.324
C 0.9194 -0.8972 -3.2962 -0.551
H -1.5431 -0.7408 -2.5395 0.376
C 3.2070 -0.8952 -2.5821 -0.447
O -1.0107 1.9959 3.1991 -0.639
H -0.0051 1.0241 -0.3773 0.354
C -1.0909 0.9072 -0.3153 -0.510
O 0.3817 0.3748 1.9726 -0.534
```

Calculated values
Total charge = 0
2S+1 = 1
SMILES string = NS(=O)(=O)OCCCc1ccccc1
Gap between HOMO and LUMO = 9.7 eV
Relative energy (zero: lowest compared OMol25 entry of this formula, charge and spin) = 0.0 kcal/mol

No. 5
A structure of composition C29H29N4O2S3Zr, computed with ωB97M-V/def2-TZVPD.

The geometry in XYZ format:
```
68
Properties=species:S:1:pos:R:3:mulliken_charge:R:1
H 2.9629 1.4098 4.3206 0.464
S -1.6963 0.8967 2.8760 0.048
C 1.7774 3.5483 -1.7353 0.199
C -2.6867 -3.4780 -2.1686 -0.649
O -1.1434 0.4041 1.4746 -0.592
S 1.9206 0.2449 -0.2109 -0.448
H -2.3982 -4.4754 -2.4650 0.590
H -2.5669 2.9065 3.5208 0.589
C -0.6616 0.4144 5.2597 -0.639
C -0.2402 3.5824 0.9550 0.519
H -4.6879 -3.6202 -2.9335 0.494
H 4.0640 -2.6170 0.1582 0.250
C 0.4974 4.0097 -3.7640 -0.526
C -3.3271 -0.9222 -1.4589 0.031
H 3.8699 3.9518 -1.8629 0.466
H 0.1106 0.0727 7.2270 0.444
H 2.3591 -6.3330 -3.0048 0.425
H -3.5343 0.1036 -1.1755 0.546
H 0.1639 2.5814 0.7911 -0.615
C 2.4396 -1.4581 -0.1890 0.701
Zr -0.5095 -0.0572 -0.3405 2.652
C 0.0336 -4.4611 -1.4114 -0.025
N 0.3795 -2.1062 -0.7894 0.582
H -1.6705 0.1095 5.5102 0.475
C -0.9230 3.6415 2.3267 -1.438
H -1.3608 4.6330 2.4694 0.444
H 1.1980 1.4856 2.5928 0.292
C -4.2933 -1.6954 -2.0692 -0.882
C 1.5071 -6.0911 -2.3845 -0.790
C -0.3280 -6.8057 -0.9929 -0.847
N -2.0958 -1.3884 -1.1917 -0.267
C -1.1688 3.9952 -0.1917 -0.773
H -2.8174 2.6219 1.8150 0.458
C 0.5694 3.5792 -2.4375 0.769
C 2.8605 4.4107 -3.7040 -0.466
N 3.7103 -1.6720 0.1539 -0.367
H -0.8885 -7.5975 -0.5157 0.429
H -5.2740 -1.2847 -2.2614 0.445
C -0.3870 -3.0731 -1.2156 0.542
C -0.3393 0.8378 3.9720 0.975
H -1.0805 5.0539 -0.4470 0.580
C 2.9224 3.9646 -2.3838 -1.096
O -0.8996 1.6393 -1.2779 -0.491
H 4.3435 -0.9152 0.3409 0.195
H 3.7646 4.7451 -4.1952 0.438
C 1.6577 4.4324 -4.3935 -0.723
H 1.7327 -3.9790 -2.6457 0.473
C -1.7758 -2.6623 -1.5273 0.207
H -0.4488 4.0237 -4.2908 0.445
C -3.9624 -2.9902 -2.4356 -0.596
H 0.6178 4.2528 0.9785 0.589
C -2.0482 2.6472 2.5920 -0.702
H 1.8328 3.2013 -0.7143 0.393
S -0.9817 3.1477 -1.7763 0.087
C 1.6335 0.7520 5.8748 -0.524
H -2.2212 3.8164 0.0411 0.475
N 1.6684 -2.4525 -0.4774 -1.251
H 1.0652 -8.1384 -1.9279 0.438
C 0.9588 1.1986 3.6087 -0.009
H -0.1654 3.5458 3.1053 0.516
H 1.6188 4.7786 -5.4168 0.432
C 1.9456 1.1438 4.5734 -0.866
C -0.7141 -5.4879 -0.8238 -0.253
H 2.4142 0.7215 6.6231 0.444
H -1.5739 -5.2572 -0.2056 0.542
C 0.7750 -7.1067 -1.7815 -0.449
C 1.1553 -4.7687 -2.1860 -0.159
C 0.3402 0.3894 6.2192 -0.641
```

Calculated values
Total charge = +3
2S+1 = 1
Gap between HOMO and LUMO = 6.6 eV
Relative energy (zero: lowest compared OMol25 entry of this formula, charge and spin) = 0.5 kcal/mol